This record from the OMol25 dataset describes a single C3H3Cl3F2 molecule in a non-equilibrium geometry. The level of theory is ωB97M-V with the def2-TZVPD basis set.

## Properties
ΔE to the lowest compared entry with this formula, charge and spin = 5.65 kcal/mol
Multiplicity = 1
SMILES = F[C@H](Cl)C(Cl)[C@H](F)Cl
Total charge = 0
Frontier orbital gap = 11.74 eV
LUMO level = 0.57 eV
HOMO energy = -0.4107 Eh
DFT total energy = -1696.41210 a.u.

Element x y z (Å)
F 2.09911 0.85205 0.79295
C 1.20300 -0.08467 0.36556
Cl 2.01965 -0.84932 -0.99191
C -0.07677 0.59825 0.02881
Cl 0.16490 1.70539 -1.36761
C -1.19972 -0.49506 -0.15005
F -0.97275 -1.21475 -1.26616
Cl -2.86626 0.10747 -0.18614
H 1.07051 -0.80149 1.17320
H -0.33806 1.24011 0.84886
H -1.10362 -1.05799 0.75249